Formula: C4H15NO5
Source: the OMol25 dataset
Level of theory: ωB97M-V with the def2-TZVPD basis set

Calculated values
Total energy ... -16116.484 eV
HOMO-LUMO gap ... 0.3435 hartree
SMILES ... C[C@@H](N)CC(=O)O.O.O.O

Element x y z (Å)
1 O -0.7537 2.6975 1.0023
2 O 1.5380 1.2525 -0.4626
3 O -0.8081 2.3218 -1.7807
4 O 1.3675 -0.1980 2.4482
5 O -0.1499 -1.7407 3.0232
6 N -0.0733 -0.4220 -1.7366
7 C 0.2334 -1.0270 2.1590
8 C -0.4370 -2.5492 -0.7078
9 C 0.3671 -1.1964 -0.6408
10 C -0.3058 -0.6025 0.8142
11 H -1.4641 -0.8835 0.8700
12 H -1.2868 2.6317 -2.5374
13 H -0.0121 0.5362 -1.4389
14 H -0.0240 -3.1391 -1.7200
15 H -0.5013 1.9690 0.2847
16 H 1.7381 -0.4676 3.2866
17 H -1.0563 3.0264 -1.0932
18 H -1.5422 -2.3759 -0.7056
19 H -1.0464 2.1571 1.8770
20 H -0.2436 0.4984 0.6953
21 H 1.8960 0.9146 -1.1518
22 H -0.3330 -3.2945 0.1196
23 H 1.4260 -1.1478 -0.3456
24 H 2.3094 1.7503 0.0027
25 H -0.8378 -0.7114 -2.2616

Löwdin population analysis, charges in e, atoms 1 to 2:
1. O -0.171
2. O -0.016